Entry 1:
The following is a DFT calculation (the ωB97M-V functional and the def2-TZVPD basis) of a 3-piece molecular cluster, C24H40F3N3O6 overall.

Structure (XYZ):
```
76
Properties=species:S:1:pos:R:3:forces:R:3
H -0.057661 -3.400084 4.751700 0.0 0.0 0.0
H 1.331642 -3.874281 -0.556887 0.0 0.0 -0.1
C 0.656643 -5.134027 -5.613464 0.2 0.0 -0.1
H -5.069732 6.602234 0.478196 0.0 0.0 -0.1
H 1.723590 -4.603419 3.899041 0.1 0.0 -0.1
O 4.729293 -2.016434 4.549279 -0.5 0.1 0.3
H -1.326942 -5.644796 -3.766366 0.0 0.0 -0.1
H -4.706311 3.390137 -1.390943 0.0 0.0 0.0
H -2.774131 3.904224 2.508404 0.0 0.0 0.0
C 0.840578 -1.478986 5.157555 -0.2 0.0 -0.4
H -0.781765 -1.364664 -3.583981 0.0 0.0 0.0
H -1.117010 -6.955358 -4.952770 0.0 0.0 0.0
N -2.411991 5.621895 -0.306315 0.0 -0.1 0.1
H 0.301434 -4.269803 -1.935960 0.1 0.0 -0.1
O -5.122786 4.526034 0.245927 0.0 0.1 0.0
H 0.360798 -2.509883 3.315376 0.0 -0.1 0.0
H 1.456066 -5.517189 -6.253961 0.0 0.0 0.0
O 0.866823 -2.271732 -1.702425 0.1 -0.1 0.0
H -0.518986 -7.151029 -3.294695 0.0 0.0 0.0
H -0.284785 -5.210847 -6.165600 0.0 0.0 0.0
C 0.148086 -1.754634 -4.005642 -0.2 0.0 0.0
C 1.700746 1.711546 -0.044134 -0.2 0.1 0.1
C 3.426329 -0.814523 2.886965 0.0 -0.2 -0.1
H -0.751563 6.663822 0.347124 0.0 0.0 0.0
C 0.962499 -3.692602 -5.270752 -0.1 0.0 0.1
H -2.715083 4.917628 3.963714 0.0 0.0 0.0
F 0.388036 1.436096 -0.175538 0.0 0.0 -0.1
H -0.390082 5.266210 -0.653636 0.0 0.0 0.0
N 3.016604 -3.081726 3.353387 0.7 0.6 -0.4
H -6.401712 5.726252 1.254958 0.0 0.0 0.0
H -2.402569 4.018105 -1.639115 0.0 0.0 0.0
H 0.384155 4.890313 1.560913 0.0 0.0 0.0
H -0.430292 -3.683585 -3.803014 0.0 0.0 0.0
H 2.193850 -2.013933 -3.268288 0.0 -0.1 0.0
H -6.415056 5.970772 -0.501203 0.0 0.0 0.0
C 1.985923 -3.602402 4.246482 -0.2 -0.7 0.0
H 2.406656 -3.721746 5.245358 0.2 0.1 -0.1
C -5.776393 5.772601 0.364996 0.0 -0.1 0.0
C -0.652974 -6.438739 -4.106916 0.1 0.0 0.0
C 3.602453 0.544689 3.031384 0.2 -0.1 0.0
H 2.037977 -3.936683 -2.181907 0.0 0.0 0.0
H 1.627206 -0.991560 0.006544 0.0 0.1 -0.1
C 3.829928 -1.969401 3.758287 0.0 0.0 0.0
N -0.145432 -3.072342 -4.557500 0.1 -0.1 0.1
C -4.401107 4.351026 -0.967282 0.0 -0.2 -0.1
F 1.791976 3.012135 0.277437 0.1 0.0 -0.1
H -3.339446 5.591902 2.457906 0.0 -0.1 0.0
C -0.696933 4.828060 1.416419 0.2 0.0 0.0
H 1.636218 -1.558911 5.898126 0.0 0.0 0.1
O -1.271711 5.344280 2.602423 -0.1 0.0 0.0
C 2.682594 -2.821981 1.988064 -0.2 0.1 0.1
H -0.104857 -1.269839 5.657920 0.1 0.0 0.1
H 1.342356 -0.588094 -2.695787 0.0 0.0 0.0
C 2.333316 0.823107 0.987600 0.1 0.1 0.2
H 1.895750 -3.683561 -4.690656 0.1 0.0 -0.1
C 2.724404 -1.342317 1.813359 0.3 0.0 0.2
C 1.217572 -1.651032 -2.924556 0.1 0.2 0.0
C 2.170960 -0.548480 0.835452 0.1 -0.2 -0.1
C -1.029468 5.623578 0.160119 -0.1 0.2 0.0
F 2.258212 1.558436 -1.256960 0.0 0.0 0.0
O 0.625918 -5.944947 -4.446499 -0.1 0.0 0.0
H 0.424403 -1.089442 -4.830378 0.0 0.0 0.0
C 1.150914 -3.664234 -1.604631 -0.3 0.1 0.0
O 2.491826 -3.642391 1.135394 -0.3 -0.2 0.5
C 0.715486 -2.761255 4.318977 -0.1 0.2 0.2
H 4.146928 0.947208 3.874154 0.0 0.1 0.0
H 1.031435 -0.611357 4.522243 0.2 0.0 0.1
H 3.120501 2.439779 2.157541 0.0 0.0 0.0
H -4.656425 5.134205 -1.687202 0.0 0.1 0.0
H -0.935026 3.762733 1.307606 -0.1 0.0 0.0
H -2.721123 3.536989 0.035355 0.0 -0.1 -0.1
H 1.139518 -3.139085 -6.198010 0.0 0.0 0.0
C 3.036278 1.365379 2.065516 -0.2 0.1 -0.2
H -3.004248 5.980219 0.431674 0.0 0.0 0.0
C -2.590419 4.915879 2.880646 0.0 0.1 0.1
C -2.909865 4.315860 -0.716546 0.0 0.1 0.1
```
Forces are in eV/Å.

Gap between HOMO and LUMO, hartree: 0.2993
HOMO level, eV: -8.64
Charge: 0
Energy above the lowest of the compared OMol25 structures with the same formula, charge and spin, kcal per mole: 0.0
Spin multiplicity: 1

=====

Entry 2:
The following is a DFT calculation (the ωB97M-V functional and the def2-TZVPD basis) of a 13-piece molecular cluster, C3H32NO14 overall in a non-equilibrium geometry.

Structure (XYZ):
```
50
Properties=species:S:1:pos:R:3:forces:R:3
O -4.383347 -1.921873 1.529702 -0.5 -3.5 -2.8
H 0.713992 1.548683 1.193796 0.1 -0.2 -0.3
H -1.479223 0.074799 -2.192733 0.7 0.9 1.0
O -3.271141 2.277558 1.412488 -3.9 -1.3 2.2
H 3.727139 1.605701 -1.654629 1.8 1.3 1.4
H -1.879840 -0.757828 2.612557 1.6 0.7 -0.7
H 1.925636 -1.498427 -2.849411 0.2 0.8 -0.6
O -2.707022 -0.683201 3.032993 -2.3 -1.0 1.0
H 0.928166 -3.784157 -0.748516 0.0 -0.1 0.4
O 1.711562 -0.816487 -1.025388 -0.9 2.0 0.5
H -0.286278 -2.233447 3.531743 -0.2 -0.7 0.3
O 0.572866 0.806222 0.595541 0.2 0.1 -0.1
H -2.768518 -0.092032 3.760656 0.6 0.7 0.7
O 4.692363 -1.290735 0.448886 0.3 -2.7 -1.7
H -3.767916 -1.514948 2.111527 1.2 0.5 1.1
H 4.019489 -1.192958 -0.228013 -0.1 -0.4 -0.7
H -3.933432 -2.770716 1.135321 -1.2 2.7 1.4
H -0.601012 -0.629066 -4.525596 -0.9 -0.4 0.0
H -1.786632 2.925260 3.619487 -1.6 -0.4 -0.3
O -1.277648 -0.817540 -3.845529 0.9 0.3 -2.6
H -0.006426 2.183583 -2.369406 -0.9 0.6 -0.9
O -0.616719 -3.116702 3.272928 0.0 1.1 1.1
C 1.833336 -0.484364 -2.411952 2.0 -0.5 1.9
H -0.730077 0.425689 0.507019 -1.4 0.4 1.7
H -1.986253 -0.391110 0.207253 -1.7 -2.9 -2.9
H -0.589971 -1.413037 -2.165604 0.9 0.4 0.9
H 1.205553 -0.031204 -0.412965 1.7 -1.6 -1.5
H 1.144377 -0.658094 1.255157 1.5 -2.1 -0.1
H 4.562965 -0.505978 0.880237 -0.1 3.2 2.2
H 0.879549 -3.257785 0.713568 0.5 -1.7 -1.4
H -0.401946 2.728275 3.069487 -1.1 1.3 1.5
O -1.103380 3.999661 -1.824513 2.9 2.0 -1.4
H 0.731219 1.574015 -1.196638 0.6 -0.3 -1.6
H -2.659253 1.690948 1.049062 3.0 -1.4 -1.6
O -0.923586 3.264985 3.753831 2.6 -0.9 -1.3
H -1.333276 3.583412 -2.628380 -0.6 -0.6 -1.3
O 1.660644 -1.574169 1.304394 -0.9 1.4 0.8
H -0.340779 -3.104920 2.372263 0.3 -0.5 -1.3
H -1.678591 3.710459 -1.193617 -2.6 -1.3 2.7
O -1.783751 0.191930 0.859823 3.2 2.5 1.0
H -3.824713 1.424802 1.681721 0.8 2.9 -0.3
H 2.372017 -1.534650 0.627332 -1.1 0.0 0.7
C -0.631432 -0.432652 -2.645374 -2.5 -1.7 0.2
N 0.803964 1.626999 -2.264981 0.2 -0.5 2.5
C 0.648699 0.286126 -2.853458 1.2 2.1 -1.3
O 4.333353 2.057307 -0.952633 -0.6 -1.3 -3.5
H 3.747599 1.978873 -0.240750 -1.2 0.1 2.1
O 0.888188 -4.127524 0.158131 -0.3 2.0 0.9
H 0.848701 0.500223 -3.952324 -0.7 -0.5 0.7
H 2.800798 0.170076 -2.514509 -1.6 -1.3 -0.5
```
Forces are in eV/Å.

Gap between HOMO and LUMO, hartree: 0.3590
HOMO level, eV: -7.35
Charge: -1
Energy above the lowest of the compared OMol25 structures with the same formula, charge and spin, kcal per mole: 116.5
Spin multiplicity: 1

=====

- gap between HOMO and LUMO of number 1 (C24H40F3N3O6)?
  0.2993 hartree

=====

- The lowest gap between HOMO and LUMO belongs to which entry?
  C24H40F3N3O6

=====

- The highest charge belongs to which entry?
  C24H40F3N3O6